ORCA calculation (ωB97M-V/def2-TZVPD) on a single C3H7N3OS molecule.

Structure (ORCA input):
```
! wB97M-V def2-TZVPD RIJCOSX def2/J DEFGRID3
* xyz 0 1
C -1.230 1.410 -0.558
N -0.304 0.416 -0.123
C 0.748 0.850 0.710
N 1.990 0.482 0.682
S 2.343 -0.503 -0.722
C -0.970 -0.867 -0.058
N -0.138 -1.876 0.487
O -2.199 -1.018 -0.335
H -0.801 2.201 -1.231
H -2.028 0.899 -0.981
H -1.599 1.948 0.271
H 0.379 1.658 1.439
H 3.570 -0.949 -0.220
H -0.603 -2.777 0.423
H 0.843 -1.873 0.217
*
```

Values from the calculation:
energy above the lowest of the compared OMol25 structures with the same formula, charge and spin: 33.9 kcal/mol
gap between HOMO and LUMO: 9.76 eV
molar mass: 133.2 g mol⁻¹